# 1
Density functional theory data (ωB97M-V with the def2-TZVPD basis set) for C2H3NP2 in the gas phase.

CARTESIAN COORDINATES (ANGSTROEM)
H  1.9470  2.8887  -1.1055
P  1.6180  2.0473  -0.1493
C  0.4896  0.8736  -0.5568
N  -0.1317  0.0362  0.2875
C  -0.6152  -1.0596  0.5256
P  -1.8566  -2.0711  1.3172
H  0.2139  0.6791  -1.8063
H  -1.6650  -3.3941  1.4877

Cartesian forces, eV/Å:
-0.007 0.785 -3.065
-0.610 -1.784 4.538
-0.383 0.687 -5.899
-0.117 -3.002 1.151
-0.745 0.412 0.995
-0.285 3.792 -0.940
0.545 0.607 3.621
1.602 -1.498 -0.402

Computed properties:
- HOMO level (eV) = -8.035
- HOMO-LUMO gap (eV) = 6.6
- structure (SMILES) = [H]/P=C/N=C=P
- charge = 0



# 2
Density functional theory data (ωB97M-V with the def2-TZVPD basis set) for C2H3NP2 in the gas phase.

CARTESIAN COORDINATES (ANGSTROEM)
C  -0.8973  -1.4139  0.3716
C  1.0857  0.6859  0.4812
N  0.3107  -1.8111  0.2130
P  1.5064  -0.7229  -0.2555
P  -1.9712  -0.2484  -0.1779
H  -1.5844  -2.1022  0.6865
H  0.3835  0.6986  1.2868
H  1.7001  1.5553  0.2566

Cartesian forces, eV/Å:
1.847 1.228 -1.624
0.468 0.439 -0.303
0.987 -0.164 0.310
-0.075 -0.682 -0.400
-0.384 1.409 -0.205
-2.158 -2.634 1.576
-0.426 0.361 0.389
-0.260 0.044 0.256

Computed properties:
- HOMO level (alpha / beta) (eV) = -8.381 / -8.549
- HOMO-LUMO gap (alpha / beta) (eV) = 6.8 / 6.5
- charge = 0



# 3
Density functional theory data (ωB97M-V with the def2-TZVPD basis set) for C2H3NS in the gas phase.

CARTESIAN COORDINATES (ANGSTROEM)
H  1.7829  -1.2487  0.8522
N  0.8417  -1.2858  0.7319
C  0.3956  -0.2949  0.1458
C  -0.8953  0.5008  -0.3258
S  0.7386  1.0747  -0.9161
H  -1.6266  0.3049  -1.1160
H  -1.2369  0.9490  0.6281

Cartesian forces, eV/Å:
3.647 -0.147 0.149
-3.579 -0.130 0.506
-2.269 1.399 -2.919
1.669 -1.116 2.053
0.424 0.235 0.730
0.360 -0.580 0.548
-0.251 0.338 -1.067

Computed properties:
- HOMO level (eV) = -9.195
- HOMO-LUMO gap (eV) = 9.9
- structure (SMILES) = [H]/N=C1/CS1
- charge = 0



Number 1: electronic energy -815.2829 Ha. Number 2: electronic energy -815.3139 Ha. Number 3: electronic energy -530.8768 Ha.